Molecular formula: C6H12Cl2O4
Method: DFT, ωB97M-V/def2-TZVPD

Its structure (SMILES) is CCC[C@H](Cl)C=O.O=C(O)O.Cl. The calculation puts the molar mass at 219.06 g mol⁻¹. Its spin multiplicity is 1.

Each line ends with the natural charge from an NBO analysis.
Positions of all 24 atoms, in Å:
1 H -0.77274 -1.09804 -1.14383  0.23
2 H -0.59516 1.00582 0.65129  0.21
3 Cl -1.96197 2.22861 -0.69751  0.00
4 C -0.88519 0.94833 -0.33000  -0.32
5 C 0.37826 1.31303 -1.24555  0.44
6 C 3.20217 0.56617 0.67205  0.97
7 H -1.07901 -1.53558 1.34778  0.20
8 O 3.34644 1.74783 0.68606  -0.60
9 Cl 1.65927 -2.42431 -2.73358  -0.30
10 C -1.89013 -1.09184 0.81855  -0.41
11 O 2.00377 0.15228 0.37322  -0.68
12 H -2.61135 -1.90660 0.76233  0.21
13 H 1.96000 -1.49539 -3.66599  0.30
14 H 1.81457 -0.80205 0.64818  0.51
15 O 0.65730 0.79759 -2.33781  -0.56
16 H 4.87451 -0.00797 1.27397  0.51
17 H -2.22997 0.96628 1.44561  0.20
18 H 0.98558 2.23072 -1.00116  0.15
19 H -3.78650 0.07671 1.32343  0.21
20 C -1.51639 -0.50145 -0.60724  -0.41
21 H -2.31743 -0.36649 -1.27222  0.22
22 H -2.64375 -0.34077 2.59388  0.21
23 C -2.67373 -0.03103 1.61276  -0.61
24 O 4.08144 -0.43183 0.82576  -0.68

---

Molecular formula: C4H7I2NO2
Method: DFT, ωB97M-V/def2-TZVPD

The calculation puts the molar mass at 354.91 g mol⁻¹. Its spin multiplicity is 1.

Each line ends with the natural charge from an NBO analysis.
Positions of all 16 atoms, in Å:
1 H 0.43158 -1.93274 -1.23110  0.23
2 H -2.76548 -0.00676 -0.54764  0.49
3 H -0.87650 -1.14357 -0.32134  0.19
4 O -2.49397 0.89216 -0.76032  -0.73
5 H 0.54803 1.06478 1.53817  0.25
6 C 0.76439 0.81783 0.51838  -0.13
7 C 1.18380 -0.69895 0.36998  -0.34
8 N -0.26013 1.25480 -0.38272  -0.66
9 C 0.10088 -1.60281 -0.26062  -0.65
10 O -1.80895 1.66796 1.20165  -0.56
11 H 0.00263 -2.48331 0.36193  0.23
12 I 3.00952 -0.93978 -0.76847  0.10
13 C -1.52438 1.29296 0.13504  0.88
14 H 1.40716 -1.07670 1.35555  0.23
15 H -0.22272 0.81484 -1.29176  0.40
16 I 2.50414 2.07930 0.08326  0.06

---

Molecular formula: C14H29BN3O3P
Method: DFT, ωB97M-V/def2-TZVPD

Its structure (SMILES) is CCP(CC)OC(=O)NB(C)O.CCCC#N.CCCC#N. The calculation puts the molar mass at 329.19 g mol⁻¹. Its spin multiplicity is 1.

Each line ends with the natural charge from an NBO analysis.
Positions of all 51 atoms, in Å:
1 N -1.79438 -1.50799 -0.62301  -0.38
2 C 1.23387 1.75906 3.27244  -0.63
3 H 3.78508 -5.62651 -0.26467  0.21
4 H 1.71586 -6.75273 -0.94259  0.20
5 H 3.58035 1.15483 -0.89139  0.21
6 C 0.95723 -5.24869 -2.27222  -0.51
7 H -4.89308 -1.23088 -1.18017  0.24
8 C 2.96372 0.17340 -1.02156  -1.04
9 H 3.57247 -0.62615 -1.61109  0.26
10 H 0.17353 -0.93469 -1.55996  0.54
11 C 1.34242 1.93209 1.66197  -0.74
12 C -4.79299 -0.24386 1.41740  -0.61
13 C 0.11306 2.41487 -1.40819  0.89
14 C -4.14736 -0.44208 -1.03980  -0.51
15 H 2.39591 2.21046 1.29118  0.22
16 H -0.05234 -5.66193 -2.18011  0.25
17 H 0.12586 1.62504 3.58970  0.22
18 C -2.82901 -1.03843 -0.80686  0.34
19 H 3.70827 -5.69284 -2.03140  0.20
20 H -4.11546 0.13262 -1.97089  0.26
21 H -5.51142 0.97736 -0.18649  0.20
22 H 1.42387 5.85830 2.73925  0.21
23 C -4.57499 0.48575 0.09783  -0.38
24 C 1.77340 -5.66398 -1.04750  -0.38
25 C 0.86118 -3.79122 -2.41233  0.29
26 H -0.14588 6.74289 2.31943  0.21
27 H -3.83050 1.27601 0.24086  0.23
28 N 1.16335 1.89396 -2.29148  -0.90
29 O 0.26258 3.61884 -0.58722  -0.78
30 H 1.39484 -5.68129 -3.17736  0.24
31 P -0.04232 3.07040 1.03275  1.01
32 H 1.33861 -5.23276 -0.13963  0.21
33 C -0.41289 4.49665 2.22322  -0.73
34 C 3.24047 -5.26401 -1.14066  -0.61
35 C 0.50118 5.81710 2.02837  -0.64
36 H 2.74418 -0.30992 0.00801  0.25
37 H -3.86750 -0.69731 1.78256  0.21
38 H 1.82659 0.81822 3.59346  0.23
39 O 0.81903 -0.70328 -2.27278  -0.93
40 H 0.85376 6.00312 0.94731  0.22
41 H -5.14290 0.45651 2.18044  0.21
42 H 1.11682 0.87892 1.21642  0.24
43 H 1.72527 2.67206 3.77095  0.21
44 H 3.35827 -4.17765 -1.17859  0.21
45 B 1.59091 0.48021 -1.88135  1.16
46 H 2.00889 2.49724 -2.25658  0.39
47 H -1.52017 4.84466 2.13778  0.25
48 H -5.54433 -1.03166 1.31094  0.20
49 H -0.23362 4.10718 3.30616  0.25
50 N 0.78924 -2.64091 -2.52501  -0.32
51 O -1.00893 1.80300 -1.26752  -0.59

---

Molecular formula: C3H5ClN4
Method: DFT, ωB97M-V/def2-TZVPD

Its structure (SMILES) is [H]/N=c1\cc(Cl)[nH]n1N. The calculation puts the molar mass at 132.55 g mol⁻¹. Its spin multiplicity is 1.

Each line ends with the natural charge from an NBO analysis.
Positions of all 13 atoms, in Å:
1 H 0.78949 -0.95575 1.94843  0.35
2 H 1.67301 1.15099 0.49417  0.38
3 Cl 1.45558 1.97700 -2.25436  0.07
4 N 0.22402 -0.01193 2.07664  -0.66
5 C -0.21543 -0.02439 -1.44655  -0.37
6 N -0.14253 0.32673 0.73466  -0.12
7 C -0.65003 -0.62270 -0.17643  0.37
8 N 0.75181 1.22385 0.14388  -0.42
9 H -0.39351 -0.39092 -2.46692  0.24
10 C 0.61125 0.95921 -1.22107  0.13
11 H -0.75575 -0.14319 2.60094  0.40
12 H -1.82630 -1.98657 -0.64925  0.34
13 N -1.52160 -1.50234 0.21585  -0.72

---

Molecular formula: CH4IPS
Method: DFT, ωB97M-V/def2-TZVPD

The calculation puts the molar mass at 205.99 g mol⁻¹. Its spin multiplicity is 3. As for the expectation value of S²: 2.0059.

Each line ends with the natural charge from an NBO analysis.
Positions of all 8 atoms, in Å:
1 I -2.80923 3.26945 0.97313  0.18
2 H 1.44214 -1.16171 -1.28091  -0.01
3 P 0.26280 -0.43662 -1.32153  0.04
4 H -2.36121 0.87618 2.13972  0.25
5 H 0.12079 -0.50476 0.05562  -0.02
6 C -3.23689 1.50161 2.05378  -0.82
7 S -4.65534 1.09248 2.65914  0.39
8 H 0.93436 0.77559 -1.24388  -0.01

---

Molecular formula: C2H2Cl3P
Method: DFT, ωB97M-V/def2-TZVPD

The calculation puts the molar mass at 163.37 g mol⁻¹. Its spin multiplicity is 1.

Each line ends with the natural charge from an NBO analysis.
Positions of all 8 atoms, in Å:
1 C 0.64698 0.16696 -0.85779  -0.22
2 Cl -0.57331 1.15650 1.24267  0.07
3 H 1.49591 -0.48222 -1.02438  0.23
4 Cl -2.08767 -1.14319 2.38185  -0.24
5 P -0.92486 -1.84697 0.91874  0.64
6 H 0.02278 0.26547 -1.73371  0.23
7 Cl 1.60061 2.15479 -1.27982  -0.24
8 C -0.18043 -0.27134 0.35243  -0.47

---

Molecular formula: C6H11NO2Si
Method: DFT, ωB97M-V/def2-TZVPD

The calculation puts the molar mass at 157.25 g mol⁻¹. Its spin multiplicity is 1.

Each line ends with the natural charge from an NBO analysis.
Positions of all 21 atoms, in Å:
1 H -2.57857 -2.21402 0.76835  0.20
2 H -1.54528 1.20664 -0.71211  0.20
3 C 1.27324 1.50235 1.91606  -0.59
4 H 3.20015 1.45689 2.67441  0.23
5 Si 0.58791 0.37769 0.51998  1.60
6 C -1.02991 0.22559 -0.45443  -0.06
7 C 2.95635 0.74139 0.57860  0.11
8 H -0.91551 -1.91077 0.88742  0.17
9 H 0.90950 2.20345 2.72660  0.24
10 H 0.55843 -0.29097 3.17485  -0.10
11 C 2.60741 1.33348 1.78919  -0.39
12 O -2.12336 -0.50887 0.10588  -0.53
13 N 2.06831 0.25824 -0.31448  -0.94
14 C -1.74163 -1.85932 0.28587  -0.25
15 H -2.44250 -0.45799 -2.57473  0.17
16 H -0.86175 -0.57066 -3.59191  0.20
17 H -1.42399 -2.46706 -0.69179  0.18
18 H -1.59295 0.95417 -3.01377  0.17
19 H 3.96204 0.37122 0.42378  0.18
20 O -0.51759 -0.27945 -1.68038  -0.55
21 C -1.35030 -0.07202 -2.81738  -0.25

---

Molecular formula: C5H4BrF5NO9S3
Method: DFT, ωB97M-V/def2-TZVPD

The calculation puts the molar mass at 493.18 g mol⁻¹. As for the charge: -1. Its spin multiplicity is 1.

Each line ends with the natural charge from an NBO analysis.
Positions of all 28 atoms, in Å:
1 H 2.21977 -1.71861 -1.42546  0.24
2 C 0.56457 -0.75937 -0.46708  -0.08
3 S -3.27833 -1.19674 0.20589  1.97
4 O 3.14905 5.45738 1.89191  -0.93
5 F -5.05110 -3.03092 0.36418  -0.30
6 O -4.07298 -0.02460 0.08018  -0.88
7 S 2.71613 2.67459 0.18955  2.52
8 O -2.91799 -1.65664 1.50720  -0.89
9 C 1.34010 -3.12314 -0.11192  0.56
10 H 0.73474 -0.02529 0.29358  0.25
11 O -1.85277 -0.48288 -1.89357  -0.51
12 F 1.14136 4.83212 2.98838  -0.51
13 O 1.14710 -3.51295 0.99818  -0.49
14 O 1.02443 5.38271 0.68538  -0.93
15 F -3.45321 -3.54864 -0.99148  -0.30
16 C -1.72708 -0.99769 -0.81605  0.58
17 O 4.02502 3.16111 -0.09640  -0.93
18 C -4.24714 -2.57896 -0.57934  0.75
19 C 1.76942 -1.71983 -0.44661  -0.54
20 F 1.82295 3.30418 -0.96887  -0.51
21 Br 1.08490 -4.39051 -1.60003  -0.09
22 H 2.45906 -1.40598 0.31539  0.27
23 S 1.92853 4.77629 1.60725  2.51
24 O 2.49264 1.26738 0.00624  -1.00
25 O -0.66177 -1.48813 -0.23975  -0.48
26 N 2.03749 3.19286 1.50135  -1.22
27 F -4.97622 -2.14675 -1.58696  -0.30
28 H 0.58130 -0.24098 -1.41116  0.22

---

Molecular formula: C5H7NO
Method: DFT, ωB97M-V/def2-TZVPD

Its structure (SMILES) is [H]/N=C1/C=C(C)CO1. The calculation puts the molar mass at 97.12 g mol⁻¹. Its spin multiplicity is 1.

Each line ends with the natural charge from an NBO analysis.
Positions of all 14 atoms, in Å:
1 H 1.81172 -1.00916 -1.83954  0.23
2 H 1.13129 -2.25100 -0.78862  0.22
3 H -1.17802 2.76758 2.13205  0.36
4 C 0.45311 1.03092 -0.21972  -0.29
5 N -0.52141 2.64115 1.35920  -0.70
6 C 0.89606 -1.32851 -1.34179  -0.65
7 H 1.09274 1.74674 -0.72391  0.24
8 H -1.58629 -1.19221 0.00725  0.19
9 H 0.18352 -1.64505 -2.11702  0.23
10 C -0.72784 -0.76997 0.54603  -0.10
11 C 0.30402 -0.28396 -0.42532  0.04
12 O -1.13044 0.35693 1.31937  -0.50
13 C -0.43629 1.46580 0.89435  0.54
14 H -0.30051 -1.54421 1.19538  0.19

---

no.,energy (eV)
1,-39650.56610
2,-26047.24908
3,-35563.43401
4,-21672.09072
5,-29322.64556
6,-48960.10944
7,-19856.16143
8,-141304.07766
9,-8835.46095